Density functional theory data (ωB97M-V with the def2-TZVPD basis set) for 12 unconnected molecules or ions with the total composition C34H63Cl14N5 in a non-equilibrium geometry.

The geometry in ORCA input format:
```
! RIJCOSX wB97M-V def2-TZVPD def2/J DEFGRID3
* xyz 0 1
C -8.813 -10.585 -13.600
C -9.447 -11.423 -14.655
C -9.640 -12.953 -14.511
C -8.618 -13.737 -13.783
N -7.822 -14.314 -13.112
H -9.372 -9.671 -13.399
H -7.783 -10.301 -13.816
H -8.877 -11.131 -12.659
H -9.003 -11.277 -15.639
H -10.445 -11.067 -14.911
H -9.756 -13.261 -15.550
H -10.592 -13.209 -14.045
C -18.090 -9.964 -20.849
C -17.184 -9.525 -21.963
C -16.856 -10.702 -22.925
C -15.764 -11.504 -22.274
N -14.933 -12.128 -21.802
H -17.683 -10.828 -20.324
H -19.132 -10.126 -21.124
H -18.211 -9.126 -20.162
H -16.255 -9.090 -21.594
H -17.773 -8.754 -22.459
H -16.402 -10.349 -23.851
H -17.644 -11.343 -23.321
C -11.845 -11.916 -18.106
C -13.157 -11.795 -19.032
C -14.461 -11.764 -18.207
C -14.264 -11.037 -16.964
N -14.130 -10.514 -15.936
H -11.027 -12.192 -18.772
H -11.938 -12.660 -17.315
H -11.604 -10.973 -17.616
H -13.087 -12.418 -19.923
H -13.036 -10.815 -19.493
H -14.690 -12.794 -17.934
H -15.278 -11.331 -18.785
C -5.571 -9.555 -21.067
C -6.371 -9.693 -19.767
C -7.635 -10.476 -19.812
C -8.547 -9.960 -18.773
N -9.234 -9.570 -17.909
H -6.144 -9.269 -21.948
H -5.093 -10.464 -21.432
H -4.880 -8.727 -20.905
H -6.637 -8.704 -19.393
H -5.907 -10.214 -18.929
H -7.470 -11.551 -19.739
H -8.165 -10.352 -20.757
C -9.026 -13.944 -18.624
C -8.976 -15.066 -17.505
C -8.739 -16.414 -18.165
C -9.383 -16.660 -19.464
N -9.894 -16.750 -20.483
H -8.172 -14.007 -19.299
H -9.100 -12.979 -18.123
H -9.896 -14.102 -19.262
H -9.860 -15.241 -16.893
H -8.184 -14.891 -16.776
H -9.028 -17.277 -17.566
H -7.666 -16.533 -18.318
Cl -11.907 -12.884 -24.203
C -10.626 -13.786 -23.258
C -10.589 -13.548 -21.814
Cl -10.624 -11.753 -21.423
H -9.672 -13.615 -23.757
H -10.929 -14.833 -23.252
H -9.628 -13.944 -21.487
H -11.305 -14.138 -21.242
Cl -13.698 -15.822 -18.886
C -14.112 -15.658 -20.664
C -14.861 -16.962 -21.052
Cl -16.643 -16.954 -20.799
H -13.135 -15.594 -21.141
H -14.715 -14.764 -20.828
H -14.549 -17.908 -20.609
H -14.706 -17.109 -22.120
Cl -11.274 -6.474 -16.082
C -12.876 -6.963 -16.701
C -12.689 -7.091 -18.252
Cl -13.179 -5.563 -19.053
H -13.562 -6.175 -16.392
H -13.057 -7.938 -16.248
H -13.403 -7.838 -18.600
H -11.699 -7.322 -18.645
Cl -17.929 -6.156 -13.480
C -16.433 -7.124 -13.708
C -16.456 -7.826 -15.066
Cl -16.327 -6.778 -16.436
H -16.519 -7.832 -12.883
H -15.514 -6.570 -13.517
H -17.352 -8.438 -15.165
H -15.666 -8.567 -15.186
Cl -13.773 -7.921 -21.819
C -12.162 -8.712 -21.983
C -11.144 -7.780 -22.584
Cl -11.561 -7.396 -24.307
H -12.359 -9.667 -22.471
H -11.847 -8.930 -20.963
H -10.153 -8.232 -22.558
H -11.006 -6.845 -22.041
Cl -12.985 -12.508 -13.327
C -13.448 -10.729 -13.095
C -13.209 -10.118 -11.760
Cl -13.603 -8.439 -11.950
H -14.483 -10.574 -13.398
H -12.731 -10.241 -13.756
H -12.187 -10.272 -11.411
H -13.891 -10.652 -11.098
Cl -16.797 -14.183 -14.752
C -18.112 -13.473 -15.711
C -17.737 -12.712 -16.996
Cl -17.174 -13.800 -18.333
H -18.575 -12.796 -14.993
H -18.883 -14.239 -15.789
H -16.929 -12.012 -16.786
H -18.626 -12.226 -17.396
*
```

Results
Max |F| = 4.63 eV/A
HOMO level = -10.218 eV
LUMO energy = 0.139 eV

Atomic partial charges in e from the Löwdin method, atoms 1 to 99:
1. C -0.10
2. C -0.26
3. C -0.20
4. C -0.20
5. N 0.12
6. H 0.07
7. H 0.08
8. H 0.07
9. H 0.08
10. H 0.09
11. H 0.08
12. H 0.04
13. C -0.12
14. C -0.26
15. C -0.15
16. C -0.20
17. N 0.18
18. H 0.06
19. H 0.08
20. H 0.07
21. H 0.05
22. H 0.11
23. H 0.11
24. H 0.12
25. C -0.10
26. C -0.23
27. C -0.20
28. C -0.19
29. N 0.19
30. H -0.01
31. H 0.07
32. H 0.05
33. H 0.05
34. H 0.08
35. H 0.07
36. H 0.10
37. C -0.09
38. C -0.27
39. C -0.23
40. C -0.21
41. N 0.17
42. H 0.07
43. H 0.07
44. H 0.07
45. H 0.11
46. H 0.12
47. H 0.11
48. H 0.08
49. C -0.09
50. C -0.22
51. C -0.20
52. C -0.22
53. N 0.16
54. H 0.08
55. H 0.05
56. H 0.04
57. H 0.10
58. H 0.10
59. H 0.12
60. H 0.12
61. Cl 0.50
62. C -0.63
63. C -0.60
64. Cl 0.61
65. H 0.08
66. H 0.08
67. H 0.06
68. H 0.06
69. Cl 0.49
70. C -0.57
71. C -0.65
72. Cl 0.51
73. H 0.04
74. H 0.04
75. H 0.06
76. H 0.06
77. Cl 0.52
78. C -0.65
79. C -0.66
80. Cl 0.52
81. H 0.02
82. H 0.04
83. H 0.04
84. H 0.04
85. Cl 0.53
86. C -0.66
87. C -0.71
88. Cl 0.61
89. H 0.04
90. H 0.06
91. H 0.07
92. H 0.03
93. Cl 0.56
94. C -0.66
95. C -0.63
96. Cl 0.52
97. H 0.04
98. H 0.04
99. H 0.07

Density functional theory data (ωB97M-V with the def2-TZVPD basis set) for a molecular structure, C34H63Cl14N5 in a non-equilibrium geometry.

The geometry in ORCA input format:
```
! RIJCOSX wB97M-V def2-TZVPD def2/J DEFGRID3
* xyz 0 1
C 28.246 -8.668 14.944
C 28.325 -7.517 13.937
C 28.607 -6.152 14.574
C 27.457 -5.638 15.316
N 26.496 -5.276 15.828
H 27.486 -8.461 15.699
H 29.226 -8.799 15.405
H 27.973 -9.576 14.411
H 27.423 -7.523 13.324
H 29.179 -7.733 13.291
H 28.816 -5.433 13.780
H 29.438 -6.206 15.278
C 19.189 -7.675 15.577
C 20.088 -7.949 14.366
C 21.302 -7.033 14.310
C 22.041 -7.014 15.591
N 22.619 -6.995 16.582
H 19.589 -8.034 16.526
H 18.199 -8.124 15.496
H 19.040 -6.595 15.664
H 19.529 -7.923 13.430
H 20.396 -8.999 14.417
H 20.970 -6.001 14.177
H 21.990 -7.285 13.506
C 26.113 2.103 15.850
C 25.559 0.698 16.128
C 25.827 0.170 17.554
C 27.221 0.357 17.942
N 28.331 0.484 18.202
H 27.140 2.195 16.215
H 25.562 2.867 16.404
H 26.129 2.351 14.792
H 26.151 0.026 15.499
H 24.539 0.678 15.752
H 25.613 -0.899 17.654
H 25.080 0.583 18.237
C 24.355 -2.196 12.976
C 22.989 -1.745 13.516
C 22.321 -2.744 14.484
C 21.705 -3.853 13.798
N 21.209 -4.736 13.262
H 24.929 -1.411 12.487
H 24.234 -2.994 12.240
H 24.951 -2.597 13.798
H 22.328 -1.439 12.707
H 23.178 -0.860 14.129
H 21.532 -2.158 14.966
H 22.985 -3.028 15.295
C 22.474 -9.342 18.840
C 23.212 -9.225 20.174
C 24.083 -10.445 20.486
C 23.347 -11.674 20.709
N 22.764 -12.648 20.886
H 23.073 -9.569 17.953
H 21.957 -8.409 18.605
H 21.720 -10.133 18.868
H 22.470 -9.139 20.966
H 23.872 -8.362 20.099
H 24.660 -10.198 21.380
H 24.742 -10.739 19.663
Cl 26.083 -6.909 22.857
C 24.303 -6.786 23.062
C 23.789 -7.527 24.269
Cl 24.096 -9.285 24.159
H 23.886 -7.088 22.109
H 24.081 -5.724 23.179
H 22.705 -7.407 24.299
H 24.148 -7.084 25.194
Cl 24.808 -9.256 14.143
C 24.419 -7.578 14.671
C 23.199 -7.089 13.905
Cl 23.511 -6.841 12.177
H 25.273 -6.955 14.410
H 24.306 -7.575 15.751
H 22.881 -6.126 14.309
H 22.374 -7.765 14.125
Cl 26.314 -8.548 18.742
C 27.602 -8.117 19.860
C 27.898 -9.231 20.852
Cl 28.634 -10.605 19.961
H 27.324 -7.154 20.288
H 28.502 -7.903 19.283
H 27.003 -9.554 21.373
H 28.695 -8.928 21.524
Cl 21.490 -1.170 22.829
C 22.754 -1.843 21.762
C 22.860 -1.052 20.473
Cl 23.471 0.614 20.679
H 22.447 -2.868 21.569
H 23.705 -1.831 22.288
H 21.901 -0.990 19.967
H 23.577 -1.579 19.845
Cl 24.018 -3.293 17.870
C 23.553 -5.006 17.686
C 23.848 -5.774 18.970
Cl 22.574 -5.386 20.153
H 24.052 -5.466 16.836
H 22.483 -5.050 17.500
H 24.804 -5.512 19.420
H 23.886 -6.841 18.761
Cl 26.212 -3.299 21.373
C 27.389 -2.408 20.336
C 27.567 -3.088 18.995
Cl 28.401 -4.680 19.139
H 28.334 -2.317 20.866
H 27.038 -1.390 20.188
H 28.166 -2.390 18.410
H 26.620 -3.261 18.497
Cl 20.409 -3.869 16.423
C 20.327 -3.046 18.004
C 19.442 -3.854 18.949
Cl 19.404 -3.040 20.512
H 19.982 -2.022 17.888
H 21.361 -3.006 18.345
H 19.870 -4.843 19.084
H 18.440 -3.911 18.534
*
```

Results
Max |F| = 13.60 eV/A
HOMO level = -8.317 eV
LUMO energy = 0.115 eV

Atomic partial charges in e from the Löwdin method, atoms 1 to 99:
1. C -0.11
2. C -0.26
3. C -0.17
4. C -0.21
5. N 0.18
6. H 0.04
7. H 0.08
8. H 0.06
9. H 0.10
10. H 0.11
11. H 0.12
12. H 0.12
13. C -0.09
14. C -0.18
15. C -0.33
16. C -0.19
17. N 0.21
18. H 0.07
19. H 0.07
20. H 0.06
21. H 0.12
22. H 0.12
23. H 0.05
24. H -0.03
25. C -0.10
26. C -0.24
27. C -0.18
28. C -0.25
29. N 0.17
30. H 0.06
31. H 0.08
32. H 0.07
33. H 0.11
34. H 0.10
35. H 0.07
36. H 0.08
37. C -0.09
38. C -0.23
39. C -0.24
40. C -0.22
41. N 0.18
42. H 0.07
43. H 0.07
44. H 0.07
45. H 0.11
46. H 0.09
47. H 0.08
48. H 0.07
49. C -0.11
50. C -0.27
51. C -0.22
52. C -0.24
53. N 0.14
54. H 0.07
55. H 0.04
56. H 0.08
57. H 0.11
58. H 0.04
59. H 0.08
60. H 0.10
61. Cl 0.57
62. C -0.65
63. C -0.64
64. Cl 0.56
65. H 0.01
66. H 0.07
67. H 0.08
68. H 0.08
69. Cl 0.58
70. C -0.59
71. C -0.80
72. Cl 0.71
73. H 0.03
74. H 0.04
75. H 0.08
76. H 0.01
77. Cl 0.63
78. C -0.70
79. C -0.64
80. Cl 0.54
81. H 0.00
82. H 0.06
83. H 0.04
84. H 0.07
85. Cl 0.53
86. C -0.67
87. C -0.68
88. Cl 0.56
89. H 0.02
90. H 0.04
91. H 0.05
92. H 0.00
93. Cl 0.64
94. C -0.67
95. C -0.62
96. Cl 0.63
97. H 0.03
98. H -0.01
99. H 0.05

Q: Which formula does entry 2 have?
A: C34H63Cl14N5